(1)
{"formula": "C3H2BrIS", "method": "wB97M-V/def2-TZVPD", "symbols": ["Br", "C", "C", "C", "S", "I", "H", "H"], "coordinates": [[-0.553, -2.202, -0.057], [-0.371, -0.238, -0.021], [-1.655, 0.401, -0.113], [-2.703, 0.958, -0.268], [-4.704, 1.789, -0.059], [-5.900, -0.220, 0.004], [0.105, 0.014, 0.930], [0.277, 0.007, -0.863]], "mulliken_charge": [-0.128, -0.577, 0.082, -0.033, -0.108, 0.148, 0.296, 0.321], "lumo_ev": -1.106, "mol_weight_g_mol": 276.924, "relative_energy_ev": 0.000, "smiles": "BrCC#CSI", "orbital_gap_ha": 0.299}

(2)
{"formula": "C3H2BrNO2", "method": "wB97M-V/def2-TZVPD", "symbols": ["C", "C", "C", "N", "O", "O", "Br", "H", "H"], "coordinates": [[-0.231, 1.324, 0.986], [1.657, 0.272, 1.065], [0.252, -0.156, 0.577], [1.039, 1.471, 1.390], [-1.302, 1.810, 0.988], [2.674, -0.227, 1.133], [-1.170, -2.250, -1.538], [-0.207, -0.737, 1.332], [0.255, -0.829, -0.309]], "mulliken_charge": [0.520, 0.405, 0.091, -0.262, -0.407, -0.323, -0.254, 0.357, -0.127], "lumo_ev": [-5.295, -5.299], "mol_weight_g_mol": 163.958, "relative_energy_ev": 4.939, "orbital_gap_ha": [0.169, 0.169]}

(3)
{"formula": "C3H2CdF3NO5S2", "method": "wB97M-V/def2-TZVPD", "symbols": ["C", "C", "O", "Cd", "H", "N", "S", "O", "O", "S", "O", "O", "C", "F", "F", "F", "H"], "coordinates": [[-2.796, 0.226, -0.090], [-3.566, -0.735, 0.453], [-4.054, -1.535, 1.112], [-1.137, -0.551, -1.337], [-3.393, 0.831, -0.790], [0.674, 1.145, 0.569], [0.402, 1.588, -1.141], [-0.243, 2.924, -0.983], [1.612, 1.685, -2.000], [1.083, -0.346, 0.820], [0.189, -1.215, -0.056], [1.081, -0.694, 2.235], [2.736, -0.964, 0.223], [2.685, -1.188, -1.080], [3.651, -0.053, 0.503], [3.043, -2.103, 0.822], [-1.970, 0.984, 0.742]], "mulliken_charge": [-0.972, 0.565, -0.209, 0.978, 0.437, -0.501, 0.659, -0.596, -0.560, 1.169, -0.815, -0.627, 0.620, -0.203, -0.208, -0.208, 0.473], "lumo_ev": -2.620, "mol_weight_g_mol": 365.591, "orbital_gap_ha": 0.228}